Record 1
# C5H7NO

The molecule C5H7NO (ωB97M-V with the def2-TZVPD basis set, the Open Molecules 2025 dataset).

Geometry as XYZ:
```
14
Properties=species:S:1:pos:R:3:lowdin_charge:R:1
H -1.96 1.53 -2.19 0.04
N -1.40 1.62 -1.35 0.14
C -0.97 0.57 -0.77 -0.48
O -1.14 -0.77 -0.91 -0.02
C -0.23 -1.54 0.39 0.05
C 0.50 -0.41 1.01 -0.23
C 1.40 0.34 0.08 -0.06
C 0.02 0.84 0.30 -0.19
H 0.25 -2.16 -0.35 0.10
H -0.71 -2.18 1.17 0.12
H 0.59 -0.34 2.09 0.14
H 1.61 -0.17 -0.85 0.12
H 2.20 0.93 0.50 0.11
H -0.16 1.74 0.86 0.14
```

For the largest force on an atom, the calculation gives 0.03709 Eh/bohr. The value obtained for the HOMO energy is -9.4 eV. As for the gap between HOMO and LUMO: 10.3 eV.


Record 2
# C5H7NO

The molecule C5H7NO (ωB97M-V with the def2-TZVPD basis set, the Open Molecules 2025 dataset).

Geometry as XYZ:
```
14
Properties=species:S:1:pos:R:3:lowdin_charge:R:1
C -1.36 -0.85 -0.28 -0.03
C -0.64 1.14 -0.65 0.09
C -0.05 -0.18 -0.87 -0.30
C 1.15 -0.36 0.06 -0.44
N 2.01 -1.28 0.00 0.16
O 1.11 0.65 0.97 -0.02
C 0.06 1.57 0.59 -0.21
H -1.78 -0.42 0.64 0.10
H -2.16 -0.86 -1.04 0.09
H -1.03 -1.86 -0.05 0.10
H 0.09 -0.59 -1.87 0.15
H 2.70 -1.20 0.74 0.06
H -0.61 1.73 1.44 0.13
H 0.51 2.53 0.33 0.13
```

For the largest force on an atom, the calculation gives 0.00936 Eh/bohr. The value obtained for the HOMO energy is -9.2 eV. As for the gap between HOMO and LUMO: 9.4 eV.


Record 3
# C5H7NO

The molecule C5H7NO (ωB97M-V with the def2-TZVPD basis set, the Open Molecules 2025 dataset).

Geometry as XYZ:
```
14
Properties=species:S:1:pos:R:3:lowdin_charge:R:1
C 0.57 -1.70 -0.18 -0.04
C 0.31 -0.27 -0.58 -0.20
C 0.48 0.52 -1.68 -0.07
O 0.03 1.79 -1.44 -0.01
C -0.44 1.82 -0.18 -0.07
C -0.30 0.60 0.40 -0.31
N -0.65 0.19 1.68 0.06
H 1.62 -2.00 -0.25 0.08
H -0.04 -2.43 -0.73 0.08
H 0.28 -1.78 0.88 0.06
H 0.88 0.41 -2.68 0.12
H -0.84 2.76 0.19 0.13
H -1.58 -0.15 1.89 0.09
H 0.02 0.22 2.43 0.09
```

For the largest force on an atom, the calculation gives 0.01371 Eh/bohr. The value obtained for the HOMO energy is -8.5 eV. As for the gap between HOMO and LUMO: 9.5 eV.


Record 4
# C5H7NO

The molecule C5H7NO (ωB97M-V with the def2-TZVPD basis set, the Open Molecules 2025 dataset).

Geometry as XYZ:
```
14
Properties=species:S:1:pos:R:3:lowdin_charge:R:1
C 1.03 0.16 1.55 -0.05
C 0.93 -0.35 0.07 -0.37
C 0.63 0.62 -1.05 -0.01
C -0.68 0.50 -1.30 0.00
C -1.17 -0.54 -0.40 -0.44
O -2.45 -0.94 -0.26 0.09
N -0.27 -1.10 0.29 0.10
H 0.72 -0.58 2.32 0.09
H 0.43 1.05 1.68 0.08
H 2.07 0.36 1.69 0.05
H 1.82 -0.95 -0.13 0.14
H 1.34 1.27 -1.56 0.11
H -1.28 1.04 -2.02 0.10
H -2.99 -0.46 -0.88 0.10
```

For the largest force on an atom, the calculation gives 0.02698 Eh/bohr. The value obtained for the HOMO energy is -9.1 eV. As for the gap between HOMO and LUMO: 9.9 eV.